Formula: C6H12O
Source: OMol25
Level of theory: wB97M-V/def2-TZVPD

Values from the calculation:
Electronic energy = -311.0444 a.u.
HOMO energy = -9.607 eV
SMILES string = CC[C@H]1CCCO1
LUMO energy = 1.15 eV

Structure (ORCA input):
```
! RIJCOSX wB97M-V def2-TZVPD def2/J DEFGRID3
* xyz 0 1
C -0.259 -2.407 0.895
C -0.315 -1.394 -0.244
C 0.622 -0.212 0.012
C 0.687 0.806 -1.154
C 0.180 2.117 -0.530
C -0.606 1.602 0.671
O 0.170 0.522 1.153
H 0.733 -2.871 0.952
H -0.451 -1.908 1.849
H -0.998 -3.205 0.768
H -0.051 -1.870 -1.198
H -1.338 -1.007 -0.359
H 1.619 -0.594 0.269
H 1.702 0.903 -1.549
H 0.042 0.488 -1.982
H -0.423 2.717 -1.217
H 1.018 2.729 -0.180
H -0.723 2.324 1.484
H -1.609 1.261 0.361
*
```

---

Formula: C6H12O
Source: OMol25
Level of theory: wB97M-V/def2-TZVPD

Values from the calculation:
Electronic energy = -310.8698 a.u.
HOMO energy (alpha / beta) = -8.563 / -8.562 eV
LUMO energy (alpha / beta) = -0.21 / -0.21 eV

Structure (ORCA input):
```
! RIJCOSX wB97M-V def2-TZVPD def2/J DEFGRID3
* xyz 0 1
C 0.206 2.388 1.139
C 0.546 1.253 0.140
C -0.268 -0.024 0.244
C -0.078 -0.834 -1.691
C -0.632 -2.031 -1.406
C 0.124 -1.219 1.033
O -0.241 -0.620 2.141
H 0.854 3.235 0.903
H -0.829 2.754 1.044
H 0.355 2.072 2.177
H 0.430 1.653 -0.877
H 1.598 0.913 0.154
H -1.367 -0.017 0.185
H 0.996 -0.689 -1.761
H -0.675 -0.028 -2.112
H -1.706 -2.164 -1.439
H -0.396 -2.137 0.492
H -0.071 -2.953 -1.368
H 1.153 -1.555 1.001
*
```

---

Formula: C6H12O
Source: OMol25
Level of theory: wB97M-V/def2-TZVPD

Values from the calculation:
Electronic energy = -310.9156 a.u.
HOMO energy = -7.855 eV
LUMO energy = 1.18 eV

Structure (ORCA input):
```
! RIJCOSX wB97M-V def2-TZVPD def2/J DEFGRID3
* xyz 0 1
C 2.839 0.193 0.580
C 1.711 0.533 -0.378
O 0.448 0.620 0.282
C -0.054 -0.591 0.680
C -1.441 -0.372 1.240
C -1.735 -0.749 -0.176
C -2.078 0.314 -1.185
H 2.648 -0.772 1.059
H 2.923 0.956 1.361
H 3.793 0.137 0.044
H 1.651 -0.206 -1.189
H 1.862 1.518 -0.832
H -0.474 -1.221 -0.366
H -1.658 0.665 1.498
H -1.760 -1.071 2.012
H -2.193 -1.730 -0.311
H -2.084 -0.092 -2.203
H -3.063 0.753 -0.987
H -1.333 1.117 -1.129
*
```

---

Formula: C6H12O
Source: OMol25
Level of theory: wB97M-V/def2-TZVPD

Values from the calculation:
Electronic energy = -310.6827 a.u.
HOMO energy (alpha / beta) = -14.976 / -14.913 eV
<S²> = 0.78
LUMO energy (alpha / beta) = -4.74 / -8.03 eV

Structure (ORCA input):
```
! RIJCOSX wB97M-V def2-TZVPD def2/J DEFGRID3
* xyz 1 2
C -0.680 0.935 -1.639
C 0.268 0.676 -0.513
C 1.100 1.650 -0.059
C 1.589 -1.320 -0.065
C 0.380 -0.668 -0.047
C -0.840 -1.483 0.201
H -0.457 0.371 -2.545
H -0.605 1.979 -1.939
H -1.742 0.801 -1.419
H 1.981 1.447 0.542
H 0.932 2.680 -0.317
H 1.750 -2.394 -0.012
H 2.564 -0.862 -0.242
H -0.928 -2.228 -0.610
H -1.832 -1.032 0.176
H -0.671 -2.113 1.072
H -0.613 1.235 2.336
H -1.508 -0.018 2.370
O -0.687 0.347 2.709
*
```

---

Formula: C6H12O2
Source: OMol25
Level of theory: wB97M-V/def2-TZVPD

Values from the calculation:
Electronic energy = -386.1214 a.u.
HOMO energy = -9.061 eV
LUMO energy = 0.32 eV

Structure (ORCA input):
```
! RIJCOSX wB97M-V def2-TZVPD def2/J DEFGRID3
* xyz 0 1
C -0.248 -0.650 -0.431
C -0.014 0.653 0.324
C -1.382 -0.761 -1.223
C -0.767 0.613 1.658
C 0.807 -1.696 -0.447
C 1.467 0.980 0.528
O -0.599 1.707 -0.426
O -0.260 1.485 -1.809
H 0.996 -2.033 0.577
H 1.965 0.228 1.137
H -1.597 -1.722 -1.672
H -2.273 -0.250 -0.870
H -1.017 0.473 -2.023
H -0.669 1.580 2.148
H -1.821 0.401 1.492
H -0.340 -0.146 2.312
H 0.505 -2.555 -1.042
H 1.750 -1.308 -0.834
H 1.543 1.935 1.043
H 1.954 1.069 -0.441
*
```

---

Formula: C6H12O2
Source: OMol25
Level of theory: wB97M-V/def2-TZVPD

Values from the calculation:
Electronic energy = -386.2045 a.u.
HOMO energy = -8.623 eV
SMILES string = CC(C)=C/C=C/O.O
LUMO energy = 0.58 eV

Structure (ORCA input):
```
! RIJCOSX wB97M-V def2-TZVPD def2/J DEFGRID3
* xyz 0 1
C -0.480 -0.435 -2.618
C -0.432 -0.486 -1.175
C -1.563 -0.351 -0.436
C -1.521 -0.154 1.009
C -1.013 0.918 1.622
O -0.816 0.911 2.998
C 0.862 -0.976 -0.633
H -1.434 -0.968 -2.883
H -0.784 0.551 -2.961
H 0.366 -0.718 -3.225
H -2.505 0.002 -0.880
H -1.780 -1.063 1.530
H -0.426 1.663 1.112
H -0.274 0.089 3.126
H 1.484 -1.430 -1.441
H 0.762 -1.788 0.091
H 1.457 -0.062 -0.257
H 3.271 0.993 1.940
H 2.170 1.965 1.816
O 2.656 1.338 1.268
*
```

---

Calculated values (eV) of relative energy (zero: lowest compared OMol25 entry of this formula, charge and spin) for the records, taken in order: 0.4054 5.1571 3.9095 0.9402 5.4085 3.1485.